i.
{
  "formula": "C3H13N2",
  "method": "wB97M-V/def2-TZVPD",
  "symbols": ["C", "N", "H", "H", "H", "H", "H", "H", "C", "N", "C", "H", "H", "H", "H", "H", "H", "H"],
  "coordinates": [[0.08, -2.64, -0.38], [0.51, -1.47, 0.43], [0.58, -2.87, -1.32], [-0.95, -2.39, -0.68], [-0.01, -3.64, 0.12], [0.16, -1.75, 1.35], [1.53, -1.53, 0.55], [0.12, 0.05, 0.34], [0.21, 2.04, 1.18], [0.13, 1.14, 0.01], [-0.81, 1.27, -1.15], [0.22, 1.42, 2.09], [-0.70, 2.63, 1.22], [0.98, 2.80, 1.08], [1.02, 1.12, -0.49], [-0.42, 1.93, -1.91], [-0.90, 0.32, -1.71], [-1.76, 1.57, -0.72]],
  "orbital_gap_ev": 11.77,
  "charge": 1,
  "e_lumo_ha": -0.11205,
  "homo_ev": -14.8166
}

=====

ii.
{
  "formula": "C3H13N2",
  "method": "wB97M-V/def2-TZVPD",
  "symbols": ["C", "N", "C", "C", "H", "H", "H", "H", "H", "H", "H", "H", "H", "N", "H", "H", "H", "H"],
  "coordinates": [[-1.61, -0.17, 0.31], [-0.21, -0.27, -0.19], [0.38, -1.60, 0.08], [-0.16, 0.07, -1.66], [-1.58, -0.40, 1.39], [-2.24, -0.92, -0.21], [-1.98, 0.85, 0.13], [1.42, -1.59, -0.31], [0.39, -1.74, 1.16], [-0.19, -2.39, -0.44], [0.91, 0.05, -1.97], [-0.56, 1.11, -1.78], [-0.78, -0.66, -2.18], [1.32, 1.61, 1.21], [0.36, 0.45, 0.28], [1.64, 2.41, 0.63], [0.74, 1.99, 1.95], [2.15, 1.18, 1.61]],
  "orbital_gap_ev": 12.26,
  "charge": 1,
  "e_lumo_ha": -0.10767,
  "homo_ev": -15.1918
}

=====

Most stable one: ii, least stable one: i.